Entry 1:
Computed, not measured: a 8-piece molecular cluster, C23H33Cl9O15 overall at a distorted geometry, with ωB97M-V/def2-TZVPD.

Properties
- E_tot: -6166.59066 hartree
- Kohn-Sham gap: 10.7 eV

Structure (XYZ):
```
80
Properties=species:S:1:pos:R:3:lowdin_charge:R:1
Cl 17.07212 11.65784 9.89427 0.602
Cl 21.59510 10.30543 8.81783 0.515
Cl 19.91902 9.27859 10.97151 0.481
Cl 14.17929 11.40316 10.41806 0.646
Cl 19.72530 12.89968 12.97372 0.471
Cl 19.21234 12.31673 15.83056 0.581
Cl 20.70026 10.48136 14.18912 0.537
Cl 20.19601 7.77932 8.56323 0.552
Cl 16.14058 11.64606 12.53782 0.584
O 13.94651 16.15066 9.51998 0.059
O 7.21363 9.70507 11.21569 0.177
O 13.18622 7.75712 12.07889 0.025
O 12.30147 15.92392 10.99853 0.077
O 13.10417 6.11750 10.50036 0.184
O 10.43888 13.12180 16.47707 0.204
O 12.35143 13.57831 15.37476 0.061
O 15.10793 6.89370 11.23478 0.041
O 14.24359 14.96511 11.44388 0.181
O 10.88165 13.36287 8.97089 0.185
O 9.11652 9.02436 12.22980 0.077
O 10.84236 12.17714 14.48941 0.100
O 9.04356 9.31696 10.03325 0.078
O 11.42319 12.18166 7.15678 0.064
O 12.90139 13.63208 8.03550 0.049
C 14.24546 8.56143 12.64608 -0.323
C 11.25595 12.72003 12.19020 -0.027
C 10.73211 17.59615 10.10747 -0.006
C 13.60174 15.62905 10.75717 -0.543
C 14.96799 12.99332 6.97755 -0.021
C 13.70506 6.89686 11.14084 -0.513
C 11.66107 13.05992 8.16036 -0.572
C 15.74040 12.11713 10.87947 -1.493
C 12.73793 13.42460 14.02231 -0.120
C 11.83787 12.29190 13.49501 -0.340
C 11.40589 9.58240 9.50173 -0.017
C 8.33272 9.33904 11.18443 -0.580
C 11.66304 16.42633 9.80733 -0.298
C 12.86498 16.80444 8.98032 -0.154
C 14.12454 8.54198 14.19535 -0.001
C 10.43682 8.68848 11.77468 -0.085
C 12.66048 11.91628 6.51691 -0.090
C 19.41945 11.65132 14.25692 -1.598
C 20.11365 9.38720 9.20881 -1.558
C 11.11276 12.96285 15.54756 -0.551
C 15.55385 7.92474 12.12762 -0.104
C 10.33209 8.74678 10.24672 -0.285
C 13.47957 13.18789 6.79968 -0.316
H 10.69156 11.92854 11.64088 0.088
H 14.11457 9.52707 12.16952 0.052
H 10.27773 7.70547 9.85955 0.162
H 11.39605 10.60195 9.91000 0.050
H 14.96199 9.12838 14.57430 0.075
H 12.77938 16.45721 7.93911 0.138
H 12.48751 11.40970 13.43658 0.134
H 13.80138 13.15457 13.88808 0.112
H 15.36548 12.63082 6.02158 0.100
H 16.18835 7.47838 12.90727 0.133
H 13.03694 17.89119 8.94888 0.139
H 12.41764 9.19827 9.62898 0.055
H 13.19582 9.03199 14.55761 0.092
H 14.27961 7.49719 14.46916 0.094
H 11.27398 18.35169 10.66581 0.087
H 15.45177 13.90721 7.30036 0.090
H 11.20153 15.53585 9.39123 0.125
H 15.61337 13.21214 10.89524 0.011
H 19.23255 9.87689 8.78416 -0.009
H 12.41002 11.78935 5.45944 0.144
H 13.13345 11.03950 6.96086 0.132
H 16.26714 8.58553 11.60916 0.112
H 12.67042 14.36263 13.45172 0.118
H 10.45443 18.07136 9.15261 0.096
H 18.47536 11.18481 13.96992 -0.040
H 11.17200 9.64972 8.42961 0.089
H 15.12882 12.22964 7.74074 0.035
H 12.07214 13.11159 11.57880 0.052
H 11.11701 9.41892 12.22736 0.117
H 13.27726 13.89013 5.97734 0.158
H 9.83170 17.30791 10.65048 0.088
H 10.58184 13.54316 12.43902 0.112
H 10.73458 7.70274 12.12418 0.125
```

Entry 2:
Computed, not measured: one molecule with the formula C23H33N5O2, with ωB97M-V/def2-TZVPD.

Properties
- E_tot: -1320.49252 hartree
- Energy above the lowest of the compared OMol25 structures with the same formula, charge and spin: 43.3 kcal per mole
- Kohn-Sham gap: 8.3 eV

Structure (XYZ):
```
63
Properties=species:S:1:pos:R:3:lowdin_charge:R:1
O 0.90898 4.03385 -0.11100 0.050
O 0.81409 -1.01148 1.24461 0.038
N -2.98760 -1.61471 -0.17124 -0.170
N -3.26884 1.27649 -0.01116 -0.207
N 2.66551 0.19567 0.74228 -0.050
N 3.93393 0.32442 0.42948 0.166
N -1.01652 2.87482 -0.29877 0.072
C 2.84948 -2.16653 0.81101 0.048
C 4.69736 -0.72675 0.30608 -0.217
C -3.95039 2.55121 0.19288 -0.200
C 0.31902 2.98078 -0.26015 -0.511
C 7.09959 -1.40765 0.26740 -0.040
C 1.90665 1.42577 0.83954 -0.110
C -3.28014 0.45033 1.18888 -0.157
C -1.89503 4.00017 -0.07941 -0.174
C -3.82295 0.52906 -1.13009 -0.168
C 8.41500 -1.15377 -0.07523 -0.085
C -3.02390 -0.76490 -1.34151 -0.162
C -5.43616 -4.51101 -0.44186 -0.118
C 4.15718 -2.03462 0.49217 0.016
C -4.25065 -3.62494 -0.80224 -0.247
C -4.20423 -2.36959 0.07181 -0.223
C -2.49531 -0.84620 0.95370 -0.164
C 6.10089 -0.48720 -0.04354 -0.174
C -3.04487 3.60062 0.84243 -0.160
C 8.75295 0.01800 -0.73079 -0.089
C 1.05866 1.65490 -0.41395 -0.066
C 7.76764 0.94394 -1.03508 -0.078
C 2.00116 -1.00578 0.96127 -0.425
C 6.45295 0.69575 -0.69400 -0.029
H -2.53344 -1.46273 1.85277 0.123
H -2.63856 3.21977 1.77983 0.107
H -4.26352 2.92805 -0.78495 0.118
H -3.44523 -1.31870 -2.18137 0.113
H -4.88732 0.28749 -0.96249 0.120
H -2.81667 1.00734 2.00498 0.119
H 9.78099 0.21055 -0.99948 0.101
H 2.61046 2.24893 0.96574 0.131
H 9.18087 -1.87368 0.17393 0.102
H -4.85929 2.41860 0.80400 0.122
H -1.29920 4.80691 0.35631 0.119
H 8.02734 1.86186 -1.54136 0.104
H 4.78391 -2.90239 0.35479 0.110
H -3.64410 4.48395 1.06777 0.113
H -1.98958 -0.50326 -1.58685 0.120
H -3.31757 -4.17221 -0.66447 0.111
H -5.12143 -1.78129 -0.09455 0.115
H 2.38163 -3.12846 0.95408 0.120
H -5.37110 -4.83437 0.59473 0.069
H 1.25265 1.34608 1.71204 0.136
H -5.45975 -5.39410 -1.07570 0.067
H -4.31755 0.20790 1.48494 0.125
H 1.71637 1.72102 -1.28308 0.128
H 0.36144 0.82829 -0.54676 0.099
H 6.85827 -2.31595 0.79923 0.104
H -3.75444 1.14526 -2.03058 0.123
H -1.44533 -0.61182 0.76152 0.093
H -2.29670 4.35048 -1.03889 0.123
H -4.31787 -3.34275 -1.85426 0.097
H -4.19983 -2.68184 1.11903 0.122
H -6.37177 -3.97065 -0.57279 0.069
H 5.67798 1.40920 -0.92541 0.107
H -1.50611 1.98187 -0.34618 0.105
```

Entry 3:
Computed, not measured: one molecule with the formula C23H33N5O2 at a distorted geometry, with ωB97M-V/def2-TZVPD.

Properties
- E_tot: -1319.75420 hartree
- Energy above the lowest of the compared OMol25 structures with the same formula, charge and spin: 506.6 kcal per mole
- Kohn-Sham gap: 7.0 eV

Structure (XYZ):
```
63
Properties=species:S:1:pos:R:3:lowdin_charge:R:1
O -7.18662 0.32949 1.36276 -0.040
O -3.36272 0.45247 -1.80144 -0.106
N 3.19088 0.38371 -1.15162 0.166
N -2.10134 2.16629 -0.42103 0.118
N -5.91628 -0.26770 -0.81814 0.055
N 5.29799 0.40261 -0.85232 -0.088
N 6.82241 -1.65899 -0.05947 -0.126
C 6.37513 0.67510 0.24918 -0.099
C 3.86493 2.03281 0.39786 0.075
C 2.48038 3.58146 1.63943 -0.058
C 1.80096 0.68337 -0.82984 -0.258
C -0.82183 1.58322 -0.75251 -0.171
C -5.20613 -2.80359 0.47205 -0.165
C 7.19020 -2.98028 0.96843 -0.026
C 0.12703 2.22283 0.17281 0.094
C 6.59918 -0.59318 1.17484 -0.049
C 0.94063 0.01817 -1.59376 0.021
C 2.51033 2.60601 0.68043 -0.168
C -3.38988 1.70859 -1.06955 -0.210
C 5.49231 -0.67883 -1.61490 -0.185
C 1.56819 1.68260 -0.02311 -0.091
C -5.79057 -2.45002 -0.93926 -0.141
C -5.16944 1.77138 0.59597 -0.121
C -6.69318 -1.27111 -1.03219 -0.296
C 4.06436 0.91526 -0.35597 -0.304
C -4.46517 2.35600 -0.52455 -0.233
C -6.36799 -2.92535 1.64858 -0.067
C 5.69404 -2.05298 -0.59563 -0.308
C -6.21548 0.54902 0.49065 -0.173
C -0.42713 0.38875 -1.40224 0.021
H 5.80940 -0.71594 1.49599 -0.033
H -4.62210 -3.72510 0.72446 0.107
H 4.70710 -2.22484 -0.06840 0.123
H -6.63201 -3.42854 -1.25478 0.191
H 5.79565 -3.02919 -1.30489 0.155
H 3.29185 3.86779 1.92293 -0.019
H -7.10972 -3.66833 1.22409 0.088
H -4.65037 -1.88203 0.75240 0.088
H 4.55588 -0.91932 -2.30333 0.144
H -4.27709 3.62732 -0.25754 0.217
H 7.59667 -0.31886 1.65698 0.153
H 7.37591 0.68639 -0.28056 0.123
H 4.61289 2.53282 0.79232 0.048
H 6.30113 -3.43817 1.67272 0.129
H -5.21508 -2.49669 -1.58555 -0.039
H -1.17593 -0.15416 -1.92322 0.078
H -2.15760 2.93635 0.09739 0.049
H -4.42933 1.35458 1.27500 0.128
H 7.30569 -3.68885 0.28254 -0.008
H 1.80463 4.54806 1.16062 0.178
H -5.89355 -3.29940 2.41435 -0.013
H -7.47954 -1.32053 -0.20270 0.156
H -6.87559 -1.98641 1.81941 0.035
H -5.49493 2.56643 1.19933 0.098
H -5.02427 -0.04676 -1.10749 0.040
H -7.08214 -1.02191 -1.81820 0.046
H -5.20217 2.47382 -1.38401 0.161
H 7.93589 -2.86899 1.66584 0.019
H -0.17518 3.16607 0.72655 0.114
H 1.63727 3.35056 2.33032 0.117
H 6.40609 1.59624 0.75229 0.076
H 6.39599 -0.63266 -2.17789 0.098
H 1.05938 -0.66686 -2.31242 0.084
```